243
Properties=species:S:1:pos:R:3:forces:R:3 method="wB97M-V/def2-TZVPD" spin_multiplicity=1 total_charge=0 e_homo_ha=-0.2992 e_tot_ev=-121098.0153 smiles=COCCNCCOC.COCCNCCOC.COCCNCCOC.COCCNCCOC.COCCNCCOC.COCCNCCOC.COCCNCCOC.COCCNCCOC.COCCNCCOC.CCO.CCO.CCO
C 5.816 0.718 0.959 -0.163 0.333 -0.056
O 5.538 -0.441 0.206 0.112 -0.090 -0.176
C 6.705 -1.208 -0.069 -0.246 -0.365 0.139
C 6.243 -2.595 -0.509 0.615 0.073 -0.142
N 5.527 -2.652 -1.764 0.100 0.038 -0.348
C 6.329 -2.453 -2.980 -0.222 -0.111 0.933
C 5.375 -2.547 -4.138 0.667 0.815 -0.816
O 4.431 -1.510 -3.897 -0.944 -0.290 -1.144
C 3.581 -1.331 -5.052 0.770 -0.622 0.330
H 6.165 0.474 1.972 0.054 -0.043 -0.071
H 4.871 1.260 1.042 0.138 0.131 0.005
H 6.574 1.361 0.478 -0.210 -0.169 0.032
H 7.275 -1.296 0.858 0.284 -0.093 0.088
H 7.317 -0.710 -0.820 0.181 0.105 -0.081
H 5.635 -2.972 0.293 -0.627 -0.192 0.321
H 7.067 -3.320 -0.556 0.158 0.389 -0.047
H 4.792 -1.961 -1.791 -0.206 0.098 0.254
H 7.054 -3.259 -3.013 0.319 -0.091 -0.171
H 6.863 -1.471 -3.012 -0.264 -0.539 -0.060
H 4.892 -3.539 -4.250 0.141 0.428 0.221
H 5.932 -2.302 -5.083 -0.425 -0.351 0.514
H 2.773 -0.651 -4.792 0.190 0.080 -0.079
H 3.158 -2.307 -5.350 -0.022 0.321 0.097
H 4.200 -0.968 -5.892 -0.371 0.104 0.227
C 3.480 3.513 -0.782 1.355 -0.157 0.437
O 3.267 3.476 0.633 -0.883 -0.067 -0.749
C 2.048 4.118 0.951 -0.292 -0.082 1.151
C 1.714 3.999 2.441 0.537 -1.355 -0.369
N 2.777 4.411 3.317 0.305 0.871 1.269
C 3.804 3.438 3.690 -0.364 -0.222 -0.957
C 4.576 3.971 4.844 1.007 0.006 0.222
O 3.635 4.200 5.866 0.435 0.763 0.250
C 4.176 5.072 6.838 0.050 -0.279 0.091
H 2.597 3.407 -1.420 -0.268 -0.063 0.451
H 4.167 2.684 -0.971 -0.098 0.145 -0.323
H 4.014 4.438 -1.060 -0.262 -0.139 0.031
H 1.214 3.674 0.388 0.168 0.222 -0.129
H 2.121 5.184 0.784 0.096 0.501 -0.599
H 1.439 2.955 2.653 -0.128 -0.105 -0.054
H 0.829 4.587 2.611 -0.359 0.363 0.140
H 2.437 4.834 4.194 -0.006 -0.465 -0.870
H 4.464 3.333 2.832 0.127 -0.356 -0.030
H 3.422 2.434 3.984 -0.155 0.368 -0.299
H 5.148 4.892 4.572 -0.660 -0.260 0.145
H 5.355 3.259 5.198 -0.406 0.084 -0.211
H 4.987 4.554 7.373 -0.123 0.184 0.120
H 3.355 5.303 7.518 0.260 0.190 0.061
H 4.609 5.980 6.375 -0.382 -0.251 0.212
C -3.098 5.818 0.183 0.104 0.558 -0.926
O -3.554 4.707 0.870 0.560 -0.481 1.467
C -2.940 4.693 2.200 -0.298 0.104 -1.545
C -3.549 3.588 2.991 -1.073 0.376 0.856
N -4.863 4.036 3.496 0.617 -0.247 -0.482
C -5.590 3.094 4.303 -0.445 0.255 0.218
C -6.110 1.836 3.643 0.198 -0.525 0.311
O -6.901 2.084 2.525 -0.458 0.006 -0.662
C -7.227 0.828 1.935 0.103 1.119 -0.625
H -3.433 6.750 0.647 0.182 0.131 0.219
H -3.560 5.795 -0.797 0.013 -0.022 -0.354
H -1.996 5.847 0.035 -0.397 -0.083 0.261
H -3.100 5.708 2.607 0.122 -0.548 0.330
H -1.880 4.478 2.079 0.315 0.190 -0.076
H -2.943 3.430 3.880 0.301 -0.193 0.113
H -3.549 2.657 2.406 -0.034 0.158 -0.033
H -5.436 4.326 2.722 -0.183 0.083 -0.351
H -6.449 3.649 4.708 0.179 -0.257 0.150
H -4.937 2.784 5.127 -0.168 0.014 0.138
H -6.716 1.253 4.349 0.157 0.000 0.398
H -5.298 1.176 3.314 0.391 0.027 0.217
H -8.036 0.329 2.459 -0.358 -0.068 0.139
H -6.349 0.208 1.991 0.349 -0.578 -0.275
H -7.473 1.015 0.877 -0.094 -0.181 0.441
C -8.079 -2.483 0.808 0.890 0.398 0.425
O -6.674 -2.315 1.068 -0.244 0.074 -0.431
C -6.016 -3.368 1.756 -1.081 -0.016 -0.393
C -6.591 -3.551 3.132 0.676 0.048 0.013
N -6.454 -2.322 3.900 0.162 -0.576 0.348
C -6.985 -2.472 5.241 0.157 -0.677 0.707
C -8.500 -2.658 5.368 1.422 0.656 -1.303
O -9.025 -1.560 4.623 -0.737 -0.514 0.874
C -10.431 -1.480 4.712 -0.382 0.352 -0.006
H -8.299 -3.461 0.405 -0.009 -0.430 -0.205
H -8.309 -1.721 0.067 -0.192 -0.033 0.057
H -8.680 -2.331 1.715 0.084 0.047 -0.115
H -4.978 -3.075 1.829 0.262 0.089 0.015
H -6.080 -4.319 1.198 -0.031 0.205 -0.008
H -5.970 -4.339 3.566 -0.135 0.034 0.458
H -7.620 -3.904 3.120 -0.205 -0.190 -0.259
H -6.891 -1.543 3.441 -0.289 0.171 -0.341
H -6.682 -1.593 5.803 0.005 -0.006 0.295
H -6.519 -3.380 5.675 0.039 0.598 0.037
H -8.778 -2.710 6.414 -0.334 0.355 0.280
H -8.749 -3.601 4.893 -0.533 -0.270 -0.119
H -10.924 -2.414 4.461 0.069 -0.509 0.044
H -10.754 -0.782 3.953 -0.066 0.423 -0.093
H -10.821 -1.147 5.695 0.476 -0.117 -0.302
C 10.060 2.155 -0.749 -0.940 1.368 -0.028
O 9.068 1.618 -1.586 -0.164 -1.401 0.066
C 7.972 2.436 -1.939 0.934 0.153 -0.846
C 6.942 1.619 -2.692 -0.709 0.512 0.214
N 5.800 2.473 -3.085 0.133 -0.569 0.153
C 5.000 1.733 -4.040 0.237 -1.248 0.794
C 3.818 2.473 -4.532 -0.487 0.546 0.251
O 4.293 3.568 -5.281 0.211 -0.446 -0.220
C 3.289 4.318 -5.881 -0.416 0.600 -0.198
H 10.996 1.630 -0.866 0.052 -0.443 -0.062
H 9.721 2.148 0.298 0.248 -0.029 -0.109
H 10.231 3.203 -1.049 0.150 -0.109 0.235
H 8.404 3.183 -2.613 -0.326 0.476 -0.071
H 7.503 2.953 -1.104 -0.033 -0.051 0.362
H 6.551 0.847 -2.013 0.001 0.093 -0.222
H 7.325 1.106 -3.588 0.483 0.099 0.261
H 6.062 3.350 -3.515 0.439 0.028 0.004
H 4.668 0.796 -3.556 0.008 0.429 -0.034
H 5.615 1.363 -4.885 -0.178 0.306 -0.120
H 3.141 2.830 -3.735 0.408 -0.008 0.139
H 3.202 1.786 -5.102 -0.190 -0.109 -0.732
H 2.700 4.858 -5.132 -0.029 0.132 0.075
H 2.576 3.735 -6.475 0.173 -0.276 -0.008
H 3.777 5.033 -6.543 -0.090 0.055 0.058
C 0.619 -2.297 1.231 0.065 -1.308 -0.167
O 1.409 -1.616 2.176 -0.547 0.197 0.279
C 2.777 -1.962 2.036 -0.960 0.074 -1.438
C 3.571 -1.291 3.113 0.951 0.586 -0.331
N 4.968 -1.690 3.193 -0.641 -0.998 0.640
C 5.126 -3.047 3.688 2.210 0.436 0.309
C 6.641 -3.266 3.948 -1.670 -1.193 -0.532
O 7.344 -3.290 2.715 -0.207 0.643 0.604
C 8.716 -2.987 2.942 -1.017 -0.176 0.827
H 0.687 -1.885 0.204 0.047 0.041 0.522
H -0.436 -2.354 1.552 0.465 0.373 -0.014
H 0.987 -3.364 1.196 -0.429 0.674 -0.150
H 3.057 -1.634 1.021 0.535 0.032 0.218
H 2.817 -3.057 2.004 0.440 -0.103 0.440
H 3.084 -1.451 4.073 0.046 -0.089 0.169
H 3.615 -0.219 2.945 -0.519 0.272 -0.113
H 5.531 -1.517 2.376 -0.348 -0.048 -0.371
H 4.714 -3.907 3.120 0.064 0.538 -0.034
H 4.741 -3.056 4.695 -0.705 -0.206 0.372
H 6.695 -4.221 4.487 0.449 -0.224 -0.191
H 7.015 -2.520 4.639 0.083 0.538 -0.098
H 9.094 -2.584 2.016 0.547 -0.260 -0.280
H 9.160 -3.940 3.297 0.554 0.826 -0.229
H 8.748 -2.179 3.716 0.469 -0.659 -0.463
C 2.381 -4.331 -1.913 -0.604 -0.252 0.014
O 1.238 -5.080 -2.386 1.003 1.315 0.217
C 0.623 -5.780 -1.331 -0.319 -1.578 -1.151
C -0.591 -6.469 -2.008 0.068 0.769 1.575
N -1.656 -5.495 -2.203 -0.455 -0.330 0.097
C -2.768 -5.860 -3.086 0.509 -0.411 0.346
C -2.388 -5.718 -4.551 0.205 -0.048 0.562
O -2.076 -4.352 -4.763 -0.513 -0.454 0.980
C -1.492 -4.062 -5.980 0.253 -0.591 -0.962
H 2.028 -3.566 -1.193 0.356 -0.269 -0.118
H 2.907 -3.818 -2.733 -0.409 -0.392 0.126
H 3.073 -5.036 -1.437 0.084 0.288 0.098
H 0.331 -5.145 -0.464 0.162 -0.268 -0.512
H 1.300 -6.621 -1.023 -0.321 0.758 0.256
H -0.938 -7.194 -1.271 -0.213 -0.313 -0.079
H -0.235 -7.033 -2.878 -0.023 0.281 -0.211
H -1.318 -4.562 -2.397 0.169 -0.193 -0.322
H -3.635 -5.257 -2.812 -0.033 0.099 -0.223
H -3.046 -6.917 -2.896 0.150 0.454 -0.020
H -3.169 -6.101 -5.213 -0.175 0.252 -0.194
H -1.504 -6.357 -4.685 0.092 0.226 -0.316
H -0.686 -4.776 -6.220 -0.026 0.168 0.084
H -1.083 -3.065 -5.926 0.063 0.349 -0.085
H -2.233 -4.130 -6.787 0.077 0.159 -0.102
C 2.340 0.206 -1.723 0.745 0.639 -0.003
O 1.198 -0.591 -1.642 -0.936 -0.313 -0.609
C 0.871 -1.288 -2.858 0.952 -1.098 1.413
C -0.396 -2.069 -2.645 0.070 0.271 -0.020
N -1.527 -1.149 -2.487 -0.006 -0.814 0.107
C -2.785 -1.860 -2.207 -0.456 -0.535 -0.224
C -3.019 -2.160 -0.712 0.676 0.747 0.199
O -2.690 -0.932 -0.048 -0.228 0.044 0.104
C -3.273 -0.872 1.242 0.744 -0.836 0.275
H 2.474 0.672 -0.734 0.155 -0.265 -0.294
H 2.230 1.041 -2.443 -0.082 -0.317 0.088
H 3.229 -0.382 -2.015 -0.235 0.188 0.218
H 1.669 -2.041 -3.047 -0.222 0.624 -0.141
H 0.772 -0.625 -3.699 -0.049 0.576 -0.408
H -0.277 -2.779 -1.795 -0.010 0.319 -0.362
H -0.504 -2.635 -3.570 -0.384 -0.283 0.080
H -1.328 -0.578 -1.677 -0.045 0.339 0.109
H -2.797 -2.809 -2.784 -0.021 0.541 0.188
H -3.610 -1.230 -2.593 0.237 -0.357 0.363
H -2.363 -2.950 -0.271 -0.376 0.210 -0.553
H -4.067 -2.403 -0.484 0.092 -0.132 -0.342
H -2.866 -0.017 1.797 -0.129 -0.074 -0.346
H -2.975 -1.810 1.796 -0.542 0.804 -0.179
H -4.356 -0.788 1.139 -0.132 -0.111 0.264
C -0.690 0.837 3.079 0.097 0.469 -0.509
O -0.990 1.743 2.017 0.021 -0.442 -0.413
C -0.438 1.360 0.753 0.477 -0.145 0.101
C -1.030 2.289 -0.285 -1.065 0.210 1.736
N -0.348 2.248 -1.521 0.920 -0.364 -0.711
C -1.158 2.765 -2.596 0.141 -1.267 -1.191
C -0.958 4.218 -2.750 -0.759 2.064 0.174
O -1.995 4.894 -3.483 -0.497 -0.383 1.207
C -1.902 4.749 -4.868 0.649 -0.095 -0.547
H 0.371 0.935 3.328 -0.024 -0.236 0.167
H -0.891 -0.191 2.742 0.023 0.127 0.421
H -1.311 1.138 3.940 0.252 -0.279 -0.406
H -0.649 0.307 0.465 -0.342 0.393 0.441
H 0.660 1.387 0.732 0.118 0.383 0.381
H -1.110 3.327 0.109 0.349 -0.501 -0.089
H -2.083 1.964 -0.330 -0.176 0.062 -0.435
H -0.029 1.308 -1.738 -0.103 0.098 0.134
H -2.213 2.546 -2.378 -0.071 0.158 -0.431
H -0.855 2.288 -3.538 -0.327 -0.328 0.223
H -0.042 4.564 -3.212 0.752 -0.539 -0.059
H -0.965 4.613 -1.736 -0.123 0.521 0.001
H -2.808 5.177 -5.310 0.263 -0.052 0.045
H -1.813 3.692 -5.183 -0.101 0.345 0.093
H -0.998 5.299 -5.216 -0.485 -0.268 -0.146
C -4.117 -0.220 6.477 1.145 -0.444 0.781
C -3.323 -0.698 5.278 -0.828 0.065 -0.695
O -3.778 -2.002 4.888 0.629 0.580 -0.076
H -3.677 0.702 6.848 0.072 0.146 0.267
H -4.055 -1.006 7.264 -0.092 0.595 -0.376
H -5.145 -0.009 6.277 -0.766 -0.012 -0.377
H -2.250 -0.708 5.508 -0.247 -0.386 -0.049
H -3.453 0.016 4.429 0.128 -0.343 0.402
H -4.635 -1.886 4.431 -0.004 -0.267 0.038
C -5.045 1.284 -1.900 0.801 -0.631 1.399
C -5.112 2.786 -1.748 -0.084 -0.226 -0.370
O -4.866 3.333 -3.057 0.812 1.335 0.909
H -4.014 0.925 -2.073 -0.309 0.375 -0.242
H -5.670 0.984 -2.725 -0.283 -0.238 -0.231
H -5.327 0.745 -0.962 -0.186 0.449 -0.631
H -4.398 3.200 -1.039 0.241 -0.246 0.167
H -6.094 3.081 -1.368 -0.151 0.067 -0.219
H -4.264 4.099 -2.873 -0.665 -0.886 -0.786
C -3.639 -0.925 -5.989 0.888 0.607 1.130
C -2.747 0.327 -5.678 -1.462 -0.859 -0.676
O -1.513 0.034 -5.114 0.909 -0.068 -0.127
H -4.508 -0.632 -6.563 -0.132 0.013 -0.307
H -3.994 -1.377 -5.055 0.050 0.014 -0.093
H -3.026 -1.660 -6.496 -0.099 -0.164 -0.324
H -3.364 1.011 -5.077 0.343 0.185 -0.056
H -2.521 0.760 -6.652 -0.073 0.428 0.072
H -1.569 -0.322 -4.215 -0.412 -0.090 0.501

***

11
Properties=species:S:1:pos:R:3:forces:R:3 method="wB97M-V/def2-TZVPD" spin_multiplicity=1 total_charge=0 e_homo_ha="-0.3489 / -0.3489" e_tot_ev=-25883.7008
C -0.656 -1.136 0.258 -1.431 -2.693 4.108
C -0.451 0.266 0.482 -1.399 0.452 -5.128
O 0.928 2.296 -0.184 0.332 0.768 0.407
S 1.425 0.078 -1.894 0.180 -0.751 -0.798
S 1.068 0.865 -0.234 -0.487 1.718 -0.474
H -0.240 -1.474 -0.590 1.081 -0.809 -3.509
H 0.023 -1.690 0.985 -0.902 0.343 -0.137
H -1.695 -1.596 0.352 1.294 1.077 0.096
H -0.969 0.792 1.180 -0.571 1.576 2.438
H -1.607 1.065 -0.833 2.475 -1.353 2.274
H 2.175 0.534 0.479 -0.571 -0.326 0.724